[1]
This record from the OMol25 dataset describes a single C4H9NO2 molecule. The level of theory is the ωB97M-V functional and the def2-TZVPD basis.

The charge is 0. As for the multiplicity: 1. The SMILES is C[C@@H](CO)NC=O. The relative energy (zero: lowest compared OMol25 entry of this formula, charge and spin) comes out at 19.3 kcal per mole.

Geometry (Å):
C1 -1.171 1.355 -0.482
C2 -0.304 0.422 0.355
C3 -0.870 -1.005 0.338
O1 -0.337 -1.841 1.324
N1 1.078 0.534 -0.137
C4 2.005 -0.425 -0.353
O2 1.906 -1.634 -0.190
H1 -0.785 2.382 -0.464
H2 -2.198 1.360 -0.104
H3 -1.178 1.031 -1.529
H4 -0.312 0.735 1.407
H5 -1.942 -0.913 0.550
H6 -0.766 -1.437 -0.669
H7 0.553 -2.070 1.002
H8 1.390 1.483 -0.301
H9 2.932 0.024 -0.747

---

[2]
This record from the OMol25 dataset describes 2 unconnected molecules or ions with the total composition C3H11NO3 in a non-equilibrium geometry. The level of theory is the ωB97M-V functional and the def2-TZVPD basis.

The charge is 0. As for the multiplicity: 1. The SMILES is NC(CO)CO.O. The relative energy (zero: lowest compared OMol25 entry of this formula, charge and spin) comes out at 66.5 kcal per mole.

Geometry (Å):
N1 -1.343 -1.146 2.200
C1 -1.073 -0.546 0.882
C2 -0.322 0.764 0.966
O1 -0.642 1.707 -0.061
C3 -0.342 -1.497 -0.059
O2 -1.129 -2.516 -0.645
H1 -0.664 -1.733 2.477
H2 -1.365 -0.445 3.057
H3 -2.119 -0.357 0.470
H4 0.800 0.676 0.791
H5 -0.338 1.357 1.988
H6 -0.570 1.307 -0.915
H7 0.497 -1.985 0.425
H8 0.085 -1.074 -0.920
H9 -1.771 -2.940 0.016
O3 3.788 2.646 -3.759
H10 3.040 3.150 -4.037
H11 3.467 2.632 -2.877

---

[3]
This record from the OMol25 dataset describes a gas-phase ion, CH3N2O2 (charge +1) in a non-equilibrium geometry. The level of theory is the ωB97M-V functional and the def2-TZVPD basis.

The charge is +1. As for the multiplicity: 1. The SMILES is [NH2+]=C[N+](=O)[O-]. The relative energy (zero: lowest compared OMol25 entry of this formula, charge and spin) comes out at 67.9 kcal per mole.

Geometry (Å):
N1 0.835 -0.675 -0.452
C1 -0.218 -0.504 0.267
N2 -0.599 0.924 0.206
O1 0.055 1.783 -0.315
O2 -1.634 1.126 1.037
H1 1.168 -1.598 -0.690
H2 1.252 0.283 -0.794
H3 -0.857 -1.338 0.742

---

[4]
This record from the OMol25 dataset describes 2 unconnected molecules or ions with the total composition C2H2N2OS in a non-equilibrium geometry. The level of theory is the ωB97M-V functional and the def2-TZVPD basis.

The charge is 0. As for the multiplicity: 1. The relative energy (zero: lowest compared OMol25 entry of this formula, charge and spin) comes out at 74.7 kcal per mole.

Geometry (Å):
C1 0.567 0.925 -0.836
C2 2.524 -0.163 0.138
N1 -0.263 0.305 -0.217
N2 -1.036 -0.135 0.617
O1 1.777 -0.724 0.839
S1 3.704 0.470 -0.593
H1 0.602 1.222 -1.806
H2 -0.719 -0.842 1.231

---

[5]
This record from the OMol25 dataset describes a molecular structure, C7H12ClNO2S in a non-equilibrium geometry. The level of theory is the ωB97M-V functional and the def2-TZVPD basis.

The charge is 0. As for the multiplicity: 1. The relative energy (zero: lowest compared OMol25 entry of this formula, charge and spin) comes out at 14.9 kcal per mole.

Geometry (Å):
C1 2.704 -1.114 -0.008
C2 1.711 -0.346 -0.879
C3 1.972 1.174 -0.877
C4 0.779 1.543 0.025
C5 -2.959 -0.620 0.120
C6 -2.724 0.723 -0.577
C7 -1.954 -0.090 1.147
H1 1.217 -1.853 1.216
H2 2.836 -2.398 1.558
H3 1.735 -0.808 -1.868
H4 2.962 1.446 -0.501
H5 1.851 1.592 -1.877
H6 1.049 1.698 1.073
H7 0.160 2.374 -0.317
H8 -3.970 -0.745 0.512
H9 -2.056 0.648 -1.444
H10 -3.609 1.313 -0.836
H11 -2.253 -0.119 2.198
H12 -0.954 -0.519 1.030
N1 2.187 -1.924 0.948
O1 3.898 -1.004 -0.228
O2 -2.053 1.228 0.587
S1 0.009 -0.102 -0.238
Cl1 -2.538 -2.098 -0.765

---

[6]
This record from the OMol25 dataset describes 6 unconnected molecules or ions with the total composition C17H30Cl2N2O11 in a non-equilibrium geometry. The level of theory is the ωB97M-V functional and the def2-TZVPD basis.

The charge is 0. As for the multiplicity: 1. The SMILES is O=C1OCCO1.O=C1OCCO1.O=C1OCCO1.CNC(C)=O.CNC(C)=O.ClCCCl. The relative energy (zero: lowest compared OMol25 entry of this formula, charge and spin) comes out at 71.3 kcal per mole.

Geometry (Å):
O1 2.581 4.990 1.991
C1 3.541 4.281 1.670
O2 4.827 4.320 2.054
C2 5.552 3.505 1.276
C3 4.536 2.613 0.515
O3 3.306 3.242 0.790
H1 6.318 4.042 0.717
H2 5.974 2.877 2.060
H3 4.610 1.690 1.089
H4 4.767 2.515 -0.546
O4 -6.739 2.610 -1.831
C4 -5.762 1.999 -1.510
O5 -5.252 0.860 -2.072
C5 -3.901 0.733 -1.667
C6 -3.863 1.554 -0.366
O6 -5.022 2.417 -0.576
H5 -3.729 -0.333 -1.522
H6 -3.181 1.127 -2.384
H7 -3.028 2.190 -0.071
H8 -4.172 0.931 0.473
O7 -0.442 -0.840 -1.190
C7 -0.253 -0.149 -0.170
O8 -1.133 -0.051 0.838
C8 -0.750 1.015 1.554
C9 0.767 0.930 1.366
O9 0.813 0.549 0.041
H9 -1.285 1.873 1.147
H10 -0.819 0.884 2.634
H11 1.231 0.331 2.150
H12 1.137 1.955 1.338
C10 -1.807 -1.996 -3.678
N1 -2.382 -2.994 -4.535
C11 -3.580 -3.103 -5.028
C12 -4.007 -4.316 -5.802
O10 -4.430 -2.228 -4.927
H13 -2.144 -1.029 -4.053
H14 -0.722 -1.925 -3.767
H15 -2.157 -2.094 -2.651
H16 -1.723 -3.754 -4.626
H17 -3.417 -4.410 -6.713
H18 -5.069 -4.457 -6.004
H19 -3.769 -5.251 -5.296
C13 2.770 3.756 5.358
N2 2.709 2.386 5.983
C14 1.944 1.382 5.450
C15 2.049 -0.003 6.112
O11 1.226 1.484 4.427
H20 3.770 4.051 5.038
H21 2.462 4.543 6.046
H22 2.081 3.878 4.522
H23 3.204 2.233 6.849
H24 2.579 -0.844 5.664
H25 1.055 -0.425 6.264
H26 2.494 0.106 7.100
Cl1 0.419 -5.298 -4.727
C16 1.244 -5.419 -3.146
C17 0.582 -4.476 -2.120
Cl2 -1.153 -5.079 -1.914
H27 2.203 -4.962 -3.390
H28 1.351 -6.468 -2.868
H29 0.643 -3.399 -2.279
H30 0.944 -4.548 -1.095

---

[7]
This record from the OMol25 dataset describes a molecular structure, C3H3F6N6O4ReS6Sb. The level of theory is the ωB97M-V functional and the def2-TZVPD basis.

The charge is +3. The value obtained for the total energy is -4051.1919 hartree. As for the multiplicity: 1.

Geometry (Å):
Re1 -0.045 -0.804 -1.022
F1 1.939 1.409 3.417
C1 0.715 1.116 3.073
F2 -0.108 1.147 4.082
F3 0.300 1.920 2.096
S1 0.690 -0.651 2.392
O1 -0.218 -0.606 1.199
O2 0.361 -1.558 3.413
N1 2.204 -0.857 1.819
S2 2.344 -0.794 0.315
O3 1.550 -1.912 -0.418
O4 1.739 0.393 -0.381
C2 4.213 -1.091 -0.080
F4 4.345 -0.734 -1.330
F5 4.886 -0.349 0.737
F6 4.396 -2.364 0.101
S3 -1.093 -5.352 -3.414
Sb1 -2.480 -3.824 -3.950
S4 0.427 -0.670 -3.022
S5 -1.624 -2.156 -0.925
S6 -3.867 -2.314 -4.536
N2 -3.898 2.646 -0.073
N3 -2.689 2.182 -0.344
N4 -1.648 3.011 -0.409
C3 -0.667 2.207 -0.734
N5 -1.119 0.942 -0.867
N6 -2.447 0.946 -0.599
H1 -3.940 3.620 0.194
H2 -4.618 1.973 0.142
H3 0.354 2.524 -0.876

---

[8]
This record from the OMol25 dataset describes 2 unconnected molecules or ions with the total composition C9H14O. The level of theory is the ωB97M-V functional and the def2-TZVPD basis.

The charge is 0. As for the multiplicity: 1. The SMILES is Cc1ccc(O)cc1.CC. The relative energy (zero: lowest compared OMol25 entry of this formula, charge and spin) comes out at 1.8 kcal per mole.

Geometry (Å):
C1 -2.778 2.190 -0.588
C2 -1.988 1.002 -0.115
C3 -1.533 0.046 -1.009
C4 -0.845 -1.082 -0.579
C5 -0.601 -1.254 0.769
O1 0.059 -2.380 1.177
C6 -1.038 -0.299 1.683
C7 -1.723 0.815 1.239
H1 -3.825 2.097 -0.283
H2 -2.769 2.247 -1.673
H3 -2.417 3.161 -0.236
H4 -1.720 0.171 -2.067
H5 -0.481 -1.809 -1.286
H6 0.112 -2.382 2.148
H7 -0.811 -0.442 2.740
H8 -2.071 1.564 1.945
C8 2.921 -1.156 -0.798
C9 3.174 0.232 -0.187
H9 3.097 -1.144 -1.873
H10 3.603 -1.881 -0.355
H11 1.913 -1.439 -0.535
H12 4.194 0.556 -0.376
H13 2.520 0.978 -0.633
H14 3.004 0.209 0.892